# 1
{"formula": "C7H10", "method": "the ωB97M-V functional and the def2-TZVPD basis", "homo_energy_ev": [-7.62, -7.79], "species": ["C", "C", "C", "C", "C", "C", "C", "H", "H", "H", "H", "H", "H", "H", "H", "H", "H"], "positions_angstrom": [[0.006754, -1.694171, 0.473056], [0.520698, -0.269105, 0.631000], [1.215955, -0.002533, -1.408805], [0.497337, 0.757142, -0.461099], [-1.047218, 1.370363, -0.649855], [-1.524979, 1.191021, 0.691462], [-1.011073, 0.544855, 1.639680], [0.802068, -2.400848, 0.212360], [-0.425804, -2.034469, 1.419812], [-0.781335, -1.759692, -0.284056], [1.402264, -0.201531, 1.271401], [2.118321, 0.363222, -1.893817], [0.821768, -0.943281, -1.782358], [1.071764, 1.631002, -0.143159], [-1.617199, 0.819394, -1.404147], [-0.936459, 2.409362, -0.973445], [-1.112862, 0.219268, 2.661971]], "atomic_forces_ev_per_a": [[-0.03, 0.01, -0.06], [-0.66, 0.18, 0.90], [0.36, -0.11, -1.07], [-0.27, 0.26, 0.33], [0.52, -0.19, -0.40], [-0.05, -0.08, 0.31], [0.41, -0.24, -0.10], [-0.12, 0.12, 0.00], [0.07, 0.07, -0.13], [0.08, 0.04, 0.11], [-0.14, 0.00, -0.09], [-0.13, -0.05, 0.10], [0.05, 0.15, 0.09], [-0.07, -0.10, 0.01], [0.07, 0.03, 0.13], [-0.08, -0.18, 0.04], [-0.01, 0.07, -0.17]], "mulliken_charge": [-1.279, -0.119, -0.900, 0.215, -0.530, -0.217, -0.407, 0.351, 0.390, 0.323, 0.311, 0.272, 0.302, 0.251, 0.271, 0.342, 0.422]}

# 2
{"formula": "C7H10", "method": "the ωB97M-V functional and the def2-TZVPD basis", "homo_energy_ev": -8.17, "species": ["C", "C", "C", "C", "C", "C", "C", "H", "H", "H", "H", "H", "H", "H", "H", "H", "H"], "positions_angstrom": [[2.480251, -1.381250, -0.510537], [-0.083299, 0.408753, 0.855713], [-1.042288, -0.742448, 0.527139], [-1.527621, 0.285521, -0.557710], [-1.332687, 1.768388, 0.102484], [-0.843233, 1.407834, 1.440765], [-0.232442, 0.997605, -0.552291], [2.381090, -2.369689, -0.054680], [1.829148, -1.318116, -1.387504], [3.517545, -1.221691, -0.814805], [-1.736547, -1.057112, 1.311644], [-0.603824, -1.611481, 0.021582], [-2.126623, 0.058923, -1.444687], [-1.882572, 2.627115, -0.281406], [-1.372735, 1.353843, 2.391180], [2.184097, -0.618866, 0.213913], [0.443080, 1.284912, -1.346825]], "atomic_forces_ev_per_a": [[0.01, 0.01, 0.01], [0.11, 0.03, 0.20], [-0.11, -0.21, 0.11], [-0.14, -0.19, -0.31], [-0.14, 0.42, 0.02], [-0.12, -0.11, 0.09], [0.13, 0.04, -0.25], [0.02, 0.13, -0.08], [0.11, -0.02, 0.13], [-0.15, -0.04, 0.03], [0.11, 0.07, -0.11], [-0.05, 0.15, 0.07], [0.10, 0.05, 0.14], [0.09, -0.17, 0.06], [0.08, 0.01, -0.13], [0.08, -0.14, -0.13], [-0.13, -0.03, 0.13]], "mulliken_charge": [-0.956, -0.199, -0.579, -0.348, -0.649, -0.331, -0.088, 0.256, 0.206, 0.332, 0.306, 0.255, 0.378, 0.391, 0.310, 0.229, 0.488]}

# 3
{"formula": "C7H10", "method": "the ωB97M-V functional and the def2-TZVPD basis", "homo_energy_ev": [-8.25, -8.20], "species": ["C", "C", "C", "C", "C", "C", "C", "H", "H", "H", "H", "H", "H", "H", "H", "H", "H"], "positions_angstrom": [[-1.329453, -0.927730, 0.689604], [-0.188231, -0.762087, -0.292965], [0.140972, 0.624017, -0.950488], [-0.486605, 1.845658, -0.275209], [1.561452, 0.360784, -0.520259], [1.260694, -0.739253, 0.225140], [2.104382, -1.490483, 1.094434], [-2.300741, -0.876925, 0.185898], [-1.252978, -1.912999, 1.163663], [-1.306116, -0.174429, 1.483579], [-0.272546, -1.518522, -1.083488], [-0.021419, 0.675540, -2.033970], [-0.088208, 2.779574, -0.686207], [-1.571952, 1.845358, -0.422045], [-0.290716, 1.842535, 0.802224], [2.511542, 0.821900, -0.787832], [1.529931, -2.392936, 1.407917]], "atomic_forces_ev_per_a": [[-0.03, 0.02, 0.05], [-0.17, -0.17, 0.01], [0.01, 0.04, -0.11], [-0.02, 0.03, 0.04], [0.07, 0.04, -0.01], [0.36, -0.06, 0.13], [-0.41, -0.03, -0.32], [0.10, 0.02, 0.09], [-0.04, 0.14, -0.04], [-0.01, -0.09, -0.11], [-0.02, 0.08, 0.11], [0.04, -0.04, 0.12], [-0.04, -0.17, 0.04], [0.15, 0.00, 0.00], [-0.01, -0.01, -0.16], [-0.14, 0.04, 0.20], [0.18, 0.16, -0.02]], "mulliken_charge": [-1.399, 0.221, 0.313, -1.424, -0.608, 0.094, -0.509, 0.343, 0.419, 0.303, 0.246, 0.386, 0.389, 0.323, 0.348, 0.374, 0.184]}

Calculated relative energy (zero: lowest compared OMol25 entry of this formula, charge and spin), 5.776, 6.030, 4.950 eV (same order as the records).